Below is a 2-piece molecular cluster, C3H3N3O3 overall at a distorted geometry, with properties calculated with wB97M-V/def2-TZVPD.

Last column: Löwdin charge in e.
Cartesian coordinates (Å):
1 C -0.547 0.790 -0.087  0.06
2 C -0.193 0.201 1.204  -0.56
3 C 0.385 -1.673 -2.779  -0.43
4 N -1.078 1.624 -0.697  -0.11
5 N -0.848 -0.847 1.484  0.11
6 N 0.872 0.756 1.783  0.11
7 O 1.158 -0.867 -2.554  0.22
8 O -1.482 2.340 -1.553  0.05
9 O -0.289 -2.588 -2.996  0.21
10 H -0.606 -1.318 2.389  0.07
11 H 1.399 1.375 1.164  0.11
12 H 1.228 0.206 2.641  0.16

Force components x, y, z for each atom (eV/Å):
-0.1 0.4 1.1
-0.8 -1.7 -1.5
-0.5 -2.0 -0.2
0.6 -0.5 -1.0
-0.4 -0.7 1.4
1.3 -0.3 2.2
1.1 2.0 0.4
-0.6 0.7 -0.2
-0.7 0.0 -0.1
0.0 0.8 -1.0
0.3 -0.4 1.1
-0.2 1.8 -2.2

Its spin multiplicity is 1. The value obtained for the HOMO-LUMO gap is 10.1 eV. The calculation puts the maximum force at 0.0555 Eh/bohr. As for the LUMO energy: 0.0121 Eh. The HOMO energy comes out at -9.737 eV.